(1)
{
  "formula": "C3HGdO2",
  "method": "ωB97M-V/def2-TZVPD",
  "multiplicity": 8,
  "s_squared": 16.79,
  "homo_ev": [-18.69, -17.41],
  "e_above_lowest_kcal_mol": 83.2,
  "energy_ha": -1030.12057,
  "gap_ev": [8.87, 5.66],
  "lumo_energy_ev": [-9.811, -11.751],
  "fmax_ev_per_a": 2.93,
  "charge": 2,
  "elements": ["C", "C", "Gd", "O", "C", "O", "H"],
  "xyz": [[1.586, 0.563, -0.223], [0.370, 0.672, -0.200], [4.146, 0.466, -0.351], [-0.951, 0.936, -0.286], [-1.648, 0.124, 0.523], [-1.454, -1.068, 0.049], [-2.048, -1.693, 0.487]],
  "lowdin_spin": [0.1303, 0.0943, 6.1445, 0.2278, 0.3099, 0.0862, 0.0070]
}

(2)
{
  "formula": "C3HLiO4Tm",
  "method": "ωB97M-V/def2-TZVPD",
  "multiplicity": 3,
  "s_squared": 2.01,
  "homo_ev": [-21.87, -21.12],
  "e_above_lowest_kcal_mol": 0.0,
  "energy_ha": -1507.47546,
  "gap_ev": [9.35, 6.95],
  "lumo_energy_ev": [-12.520, -14.175],
  "fmax_ev_per_a": 7.01,
  "charge": 3,
  "elements": ["O", "C", "O", "Tm", "O", "C", "C", "O", "Li", "H"],
  "xyz": [[1.977, 0.433, -1.278], [0.891, 0.164, -0.743], [0.390, 0.751, 0.291], [3.961, 1.704, -1.340], [0.250, -0.951, -1.033], [-0.718, -1.184, -0.041], [-0.774, -0.119, 0.783], [-1.456, 0.325, 1.721], [-3.075, 0.511, 2.426], [-1.444, -1.633, -0.786]],
  "lowdin_spin": [0.0365, 0.0254, -0.0094, 1.0031, 0.1078, 0.4629, 0.1330, 0.2341, 0.0004, 0.0061]
}

(3)
{
  "formula": "C3HN2O2",
  "method": "ωB97M-V/def2-TZVPD",
  "multiplicity": 1,
  "smiles": "[H]/N=C(/C#N)C(=O)[O-]",
  "homo_ev": -4.94,
  "e_above_lowest_kcal_mol": 8.1,
  "energy_ha": -374.97204,
  "gap_ev": 9.34,
  "lumo_energy_ev": 4.401,
  "fmax_ev_per_a": 2.01,
  "charge": -1,
  "elements": ["H", "N", "C", "C", "N", "C", "O", "O"],
  "xyz": [[-0.363, -0.819, 0.039], [-0.981, -0.062, -0.263], [-0.330, 1.005, -0.436], [-1.079, 2.308, -0.786], [-1.508, 3.352, -0.997], [1.218, 1.226, -0.230], [1.787, 1.858, -1.118], [1.625, 0.691, 0.806]],
  "lowdin_charge": [0.0570, 0.1153, -0.2841, -0.1587, 0.1014, -0.7515, -0.0324, -0.0470]
}

(4)
{
  "formula": "C3HN2O3",
  "method": "ωB97M-V/def2-TZVPD",
  "multiplicity": 1,
  "smiles": "O=C=NC(=O)/N=C/[O-]",
  "homo_ev": -5.11,
  "e_above_lowest_kcal_mol": 11.9,
  "energy_ha": -450.23489,
  "gap_ev": 8.80,
  "lumo_energy_ev": 3.685,
  "fmax_ev_per_a": 2.81,
  "charge": -1,
  "elements": ["O", "C", "N", "C", "O", "N", "C", "O", "H"],
  "xyz": [[-2.720, -1.819, -0.341], [-1.922, -0.979, -0.080], [-1.018, -0.316, 0.293], [-0.244, 1.082, 0.171], [-0.868, 2.028, 0.566], [0.973, 1.034, -0.348], [1.770, -0.082, -0.156], [2.939, -0.117, -0.492], [1.090, -0.832, 0.387]],
  "lowdin_charge": [0.0577, -0.3937, 0.1790, -0.5616, 0.0273, 0.0670, -0.4342, -0.0516, 0.1102]
}

(5)
{
  "formula": "C3HN3",
  "method": "ωB97M-V/def2-TZVPD",
  "multiplicity": 1,
  "smiles": "C#CC#N.N#N",
  "homo_ev": -11.09,
  "e_above_lowest_kcal_mol": 4.3,
  "energy_ha": -279.11823,
  "gap_ev": 11.39,
  "lumo_energy_ev": 0.301,
  "fmax_ev_per_a": 2.82,
  "elements": ["C", "C", "C", "N", "H", "N", "N"],
  "xyz": [[0.471, 1.393, 0.046], [-0.477, 0.645, 0.076], [-1.504, -0.198, 0.366], [-2.346, -0.956, 0.390], [1.246, 2.037, -0.286], [1.678, -1.553, -0.691], [0.932, -1.367, 0.099]],
  "lowdin_charge": [0.1404, -0.1900, -0.2900, 0.1855, 0.0479, 0.0785, 0.0277]
}

(6)
{
  "formula": "C3HN3O",
  "method": "ωB97M-V/def2-TZVPD",
  "multiplicity": 1,
  "homo_ev": -9.66,
  "e_above_lowest_kcal_mol": 32.8,
  "energy_ha": -354.31479,
  "gap_ev": 9.14,
  "lumo_energy_ev": -0.524,
  "fmax_ev_per_a": 1.66,
  "elements": ["N", "C", "C", "C", "O", "N", "N", "H"],
  "xyz": [[-0.755, -1.245, 0.414], [-1.298, -2.292, 0.335], [-0.137, -0.035, 0.218], [1.155, 0.120, -0.456], [1.623, 1.189, -0.787], [-1.394, 2.045, 0.524], [-0.844, 1.070, 0.397], [1.650, -0.851, -0.644]],
  "lowdin_charge": [-0.0282, 0.0607, -0.3024, -0.2315, 0.0390, 0.3097, 0.0239, 0.1288]
}